--- P ---
The following is a quantum chemistry calculation of a 11-piece molecular cluster, C27H76O11 overall, from OMol25.

Geometry as XYZ:
```
114
Properties=species:S:1:pos:R:3:mulliken_charge:R:1
C 0.802 -0.680 -4.752 -1.069
C 1.031 -1.856 -3.833 0.282
O 2.145 -1.649 -2.971 -0.552
H 0.707 0.280 -4.253 0.204
H -0.110 -0.807 -5.346 0.279
H 1.595 -0.656 -5.511 0.368
H 1.201 -2.815 -4.312 0.478
H 0.119 -1.969 -3.221 -0.305
H 1.883 -0.906 -2.384 0.138
C 3.343 -5.479 -0.272 -1.299
C 2.765 -4.416 -1.168 0.639
O 3.792 -3.473 -1.480 -0.590
H 3.770 -5.050 0.630 0.147
H 4.099 -6.019 -0.837 0.394
H 2.560 -6.174 0.042 0.365
H 1.938 -3.876 -0.685 -0.367
H 2.353 -4.904 -2.060 0.396
H 3.339 -2.781 -2.010 0.503
C 0.451 -4.835 1.648 -0.369
C -1.068 -4.719 1.566 -0.487
O -1.534 -3.454 2.055 -0.512
H 0.763 -4.713 2.686 0.330
H 0.919 -4.015 1.092 -0.242
H 0.796 -5.756 1.181 0.305
H -1.499 -5.523 2.174 0.448
H -1.420 -4.832 0.542 0.318
H -1.499 -3.472 3.015 0.272
C 0.379 4.234 1.711 -0.515
C 1.597 4.991 2.186 -0.622
O 2.676 4.060 2.337 -0.498
H 0.151 3.451 2.442 0.307
H 0.531 3.799 0.724 0.060
H -0.509 4.867 1.690 0.322
H 1.364 5.456 3.152 0.362
H 1.871 5.802 1.503 0.328
H 3.378 4.504 2.826 0.255
C -4.514 -1.341 0.771 -0.870
C -4.062 -2.418 -0.187 -0.236
O -2.665 -2.343 -0.486 -0.096
H -4.268 -0.337 0.438 0.058
H -4.132 -1.475 1.794 0.251
H -5.595 -1.457 0.942 0.445
H -4.618 -2.303 -1.122 0.302
H -4.270 -3.432 0.173 0.283
H -2.220 -2.747 0.274 -0.227
C 4.755 1.220 -1.063 -1.067
C 4.371 2.271 -0.047 -0.226
O 3.015 2.039 0.339 -0.154
H 4.317 0.259 -0.797 0.009
H 5.835 1.107 -1.147 0.399
H 4.362 1.506 -2.040 0.373
H 4.517 3.281 -0.452 0.357
H 4.984 2.204 0.864 0.308
H 2.788 2.691 1.038 0.070
C -2.579 -2.684 -4.387 -1.049
C -3.494 -1.544 -3.960 1.147
C -2.731 -0.241 -3.774 -0.731
O -4.591 -1.356 -4.891 -0.610
H -3.181 -3.522 -4.742 0.415
H -2.032 -3.036 -3.506 0.155
H -1.882 -2.401 -5.176 0.248
H -3.971 -1.763 -3.001 -0.658
H -2.020 -0.303 -2.946 -0.098
H -3.419 0.579 -3.554 0.404
H -2.216 0.068 -4.691 0.467
H -4.224 -1.016 -5.720 0.363
C -3.664 3.259 -0.900 -1.269
C -2.242 3.768 -0.694 2.144
C -1.443 3.772 -1.979 -1.586
O -2.316 5.137 -0.224 -0.653
H -3.702 2.199 -1.150 0.139
H -4.157 3.846 -1.675 0.381
H -4.226 3.398 0.031 0.331
H -1.731 3.142 0.048 -0.772
H -1.409 2.766 -2.413 0.196
H -0.419 4.121 -1.832 0.336
H -1.886 4.431 -2.730 0.446
H -3.024 5.083 0.459 0.345
C 1.367 -1.034 0.620 -0.522
C 0.453 -0.384 -0.406 1.231
C -0.679 0.371 0.293 -0.983
O 1.183 0.473 -1.300 -0.517
H 2.187 -1.550 0.114 -0.179
H 0.790 -1.752 1.209 0.200
H 1.773 -0.295 1.312 0.206
H -0.025 -1.161 -1.008 -0.302
H -1.480 0.602 -0.414 -0.029
H -0.362 1.298 0.772 0.105
H -1.120 -0.301 1.039 0.332
H 1.585 1.205 -0.790 0.208
C -4.083 4.878 4.725 -1.391
C -3.244 4.572 3.489 0.739
C -3.297 3.111 3.122 -0.863
O -3.773 5.300 2.332 -0.516
H -3.597 4.573 5.657 0.356
H -5.044 4.362 4.672 0.331
H -4.290 5.948 4.818 0.421
H -2.209 4.904 3.644 0.067
H -4.325 2.837 2.906 0.423
H -2.934 2.517 3.962 0.415
H -2.619 2.955 2.285 -0.212
H -3.931 6.209 2.608 0.254
C 4.023 -2.625 3.268 -1.441
C 4.769 -2.144 2.032 1.855
C 4.980 -0.638 2.043 -0.960
O 6.053 -2.840 2.011 -0.662
H 3.784 -3.690 3.153 0.276
H 3.078 -2.092 3.406 0.324
H 4.623 -2.553 4.175 0.414
H 4.217 -2.420 1.125 -0.709
H 5.740 -0.369 1.302 0.230
H 5.292 -0.232 3.007 0.342
H 4.076 -0.103 1.732 0.037
H 6.318 -2.977 1.095 0.378
```

Output
orbital gap = 10.00 eV
E_LUMO = 0.36 eV
total charge = 0

---

--- Q ---
The following is a quantum chemistry calculation of a 11-piece molecular cluster, C27H76O11 overall, from OMol25.

Geometry as XYZ:
```
114
Properties=species:S:1:pos:R:3:mulliken_charge:R:1
O 1.544 3.227 -0.572 -0.581
H 2.048 3.350 -1.386 0.238
H 1.249 4.114 -0.325 0.210
O 4.237 1.160 1.403 -0.690
H 3.385 1.197 0.945 0.216
H 4.127 0.459 2.055 0.330
C -3.362 -4.617 2.029 -1.381
C -3.548 -4.204 0.580 0.412
C -2.607 -3.090 0.175 -0.633
O -3.389 -5.329 -0.280 -0.559
H -4.215 -5.140 2.457 0.352
H -3.190 -3.763 2.692 0.287
H -2.437 -5.192 2.150 0.355
H -4.601 -3.893 0.570 0.289
H -2.695 -2.186 0.775 0.057
H -2.843 -2.758 -0.843 0.387
H -1.585 -3.470 0.136 0.151
H -4.117 -5.352 -0.904 0.324
C -4.190 0.687 2.456 -1.180
C -3.877 1.115 3.880 1.470
C -5.045 1.860 4.507 -1.485
O -3.612 -0.032 4.682 -0.606
H -5.091 0.061 2.420 0.489
H -3.410 0.068 2.008 0.086
H -4.400 1.514 1.772 0.236
H -2.940 1.671 3.868 -0.463
H -5.975 1.290 4.396 0.358
H -5.323 2.783 3.983 0.300
H -4.862 2.061 5.559 0.383
H -4.379 -0.613 4.695 0.353
C -2.990 2.848 -1.978 -1.041
C -1.878 3.800 -2.446 1.351
C -1.657 3.720 -3.955 -1.564
O -2.222 5.145 -2.132 -0.557
H -3.170 3.010 -0.917 0.101
H -2.580 1.829 -2.026 0.300
H -3.830 2.814 -2.667 0.437
H -0.939 3.505 -1.975 -0.351
H -1.115 2.830 -4.288 0.361
H -1.044 4.576 -4.249 0.406
H -2.575 3.803 -4.543 0.376
H -2.892 5.474 -2.734 0.329
C 0.785 -4.410 -2.156 -0.704
C 0.405 -4.539 -3.632 0.499
C 1.617 -4.179 -4.479 -1.082
O -0.024 -5.848 -3.911 -0.586
H 1.543 -5.171 -1.949 0.386
H -0.019 -4.535 -1.430 0.278
H 1.234 -3.426 -1.987 -0.155
H -0.379 -3.799 -3.843 0.214
H 1.506 -4.524 -5.508 0.401
H 2.531 -4.675 -4.140 0.281
H 1.761 -3.101 -4.429 0.166
H -0.634 -6.210 -3.267 0.327
C -0.692 0.101 -0.077 -0.561
C 0.742 -0.070 0.388 0.537
C 1.668 -0.356 -0.795 -0.581
O 1.197 1.073 1.101 0.686
H -1.361 0.339 0.752 -0.157
H -0.991 -0.822 -0.576 0.372
H -0.832 0.930 -0.776 -0.062
H 0.839 -0.903 1.088 0.374
H 2.699 -0.542 -0.492 0.248
H 1.605 0.510 -1.457 0.117
H 1.363 -1.255 -1.336 -0.342
H 1.148 1.894 0.577 -0.179
C -0.493 2.014 5.381 -1.605
C 0.123 2.032 3.985 2.186
C 1.201 3.102 3.871 -1.413
O 0.624 0.720 3.780 -0.724
H 0.181 1.590 6.131 0.398
H -1.361 1.352 5.402 0.385
H -0.764 3.004 5.753 0.321
H -0.691 2.236 3.277 -0.889
H 0.845 4.049 4.273 0.362
H 1.468 3.231 2.817 0.197
H 2.116 2.756 4.352 0.320
H 0.840 0.656 2.833 0.163
C 4.874 -1.412 -3.825 -0.810
C 4.549 -0.003 -4.313 0.473
C 3.061 0.221 -4.551 -1.002
O 5.040 1.034 -3.451 -0.555
H 5.840 -1.474 -3.307 0.411
H 4.975 -2.140 -4.629 0.400
H 4.192 -1.730 -3.033 -0.109
H 5.044 0.207 -5.270 0.232
H 2.428 0.062 -3.675 -0.033
H 2.750 -0.379 -5.402 0.369
H 2.947 1.294 -4.726 0.368
H 5.998 0.941 -3.440 0.311
C -3.737 5.224 1.673 -1.093
C -2.251 5.287 2.026 0.254
C -1.419 4.268 1.268 0.206
O -1.790 6.605 1.788 -0.599
H -3.915 5.430 0.610 0.232
H -4.411 5.881 2.220 0.356
H -4.150 4.213 1.792 0.144
H -2.151 5.078 3.093 0.213
H -1.237 4.594 0.238 0.130
H -1.977 3.330 1.298 -0.269
H -0.411 4.189 1.679 -0.034
H -1.786 6.839 0.858 0.363
C 4.010 -3.129 0.197 -0.608
C 4.532 -4.543 0.081 0.517
C 5.865 -4.652 -0.674 -1.316
O 4.665 -5.122 1.376 -0.558
H 3.658 -2.884 -0.813 -0.109
H 4.712 -2.413 0.610 0.462
H 3.037 -3.133 0.697 0.289
H 3.835 -5.106 -0.557 0.012
H 6.688 -4.193 -0.125 0.347
H 5.749 -4.181 -1.654 0.211
H 6.135 -5.698 -0.829 0.411
H 4.839 -6.062 1.273 0.348
```

Output
orbital gap = 9.66 eV
E_LUMO = 0.18 eV
total charge = 0

---

Which one is most stable, and which one is least stable? P is the most stable of them, while Q is the least stable.

---

--- P ---
The following is a quantum chemistry calculation of a 2-piece molecular cluster, C3H12NO2S2 overall, from OMol25.

Geometry as XYZ:
```
20
Properties=species:S:1:pos:R:3:nbo_charge:R:1
N -1.051 0.780 0.134 -0.740
C -0.341 0.008 -0.944 -0.074
C -1.238 -1.255 -1.240 -0.070
O -2.562 -0.738 -1.369 -0.724
C 1.120 -0.192 -0.499 -0.581
S 1.931 1.415 -0.222 0.095
S 3.178 1.214 1.271 -0.088
H -2.028 0.659 -0.151 0.464
H -0.621 1.697 0.273 0.452
H -0.921 0.304 1.102 0.467
H -0.314 0.548 -1.861 0.216
H -1.289 -1.710 -0.241 0.180
H -0.823 -1.845 -2.028 0.221
H -2.758 -0.623 -2.309 0.498
H 1.125 -0.900 0.318 0.242
H 1.645 -0.761 -1.301 0.244
H 4.373 0.866 0.681 0.152
H 0.418 0.940 2.996 0.513
H -0.043 -0.594 2.949 0.507
O 0.200 0.186 2.442 -0.974
```

Output
orbital gap = 9.94 eV
E_LUMO = -2.97 eV
total charge = +1

---

--- Q ---
The following is a quantum chemistry calculation of a 2-piece molecular cluster, C3H12NO2S2 overall, from OMol25.

Geometry as XYZ:
```
20
Properties=species:S:1:pos:R:3:nbo_charge:R:1
N -0.291 0.888 0.633 -0.770
C 1.199 0.556 0.210 -0.078
C 1.513 1.278 -1.173 -0.113
O 0.669 1.024 -2.285 -0.702
C 1.299 -0.928 -0.068 -0.532
S 1.083 -2.099 1.466 0.121
S -0.813 -2.522 1.555 -0.151
H -0.317 1.601 1.248 0.434
H -0.993 0.056 1.010 0.498
H -0.851 0.774 -0.249 0.467
H 1.835 0.884 1.082 0.249
H 2.384 1.073 -1.729 0.242
H 1.594 2.285 -0.741 0.185
H 0.122 1.789 -2.434 0.487
H 0.461 -1.145 -0.881 0.245
H 2.218 -1.368 -0.376 0.266
H -1.314 -3.235 0.581 0.132
H -3.855 0.175 0.703 0.497
H -2.971 -1.019 0.772 0.490
O -2.971 -0.067 0.678 -0.967
```

Output
orbital gap = 9.57 eV
E_LUMO = -3.09 eV
total charge = +1

---

Which one is most stable, and which one is least stable? P is the most stable of them, while Q is the least stable.